1.
Density functional theory data (ωB97M-V/def2-TZVPD) for a structure of composition C24H25N3O3Ti.

XYZ file:
```
56
Properties=species:S:1:pos:R:3:lowdin_spin:R:1
C -1.24756 -1.87102 -6.14195 0.00
C -1.95667 -1.08405 -6.99491 0.00
H -1.09883 -2.92026 -6.39533 0.00
H -0.75767 -1.46317 -5.26106 0.00
C -2.13449 0.33031 -6.74322 0.00
C -2.03697 0.84403 -5.48716 0.00
H -1.85483 0.21130 -4.62161 0.00
H -2.22755 1.90611 -5.33772 0.00
C -2.56289 -1.68574 -8.24645 0.00
H -2.32928 -2.75287 -8.29660 0.00
H -2.19840 -1.21469 -9.16816 0.00
H -3.65812 -1.58851 -8.25212 0.00
C -2.44894 1.24522 -7.90938 0.00
H -3.36632 0.96225 -8.44107 0.00
H -1.63906 1.24532 -8.65332 0.00
H -2.56655 2.27294 -7.55461 0.00
Ti -0.09965 0.24970 2.52549 1.45
O 0.01157 -0.24072 0.69229 0.01
C 0.72460 0.12456 -0.32873 0.12
O 1.03513 1.69209 2.06092 0.03
C 1.72312 1.89888 1.00747 0.06
O 2.58277 2.85062 0.95302 0.04
N 1.63390 1.16347 -0.13201 0.01
C 3.26250 2.74426 -0.35386 0.00
C 2.49748 1.74518 -1.15434 0.00
H 4.27648 2.38524 -0.16530 0.00
H 3.26365 3.73470 -0.80946 0.00
H 3.11936 0.96961 -1.59277 0.00
H 1.88560 2.22475 -1.92080 0.00
C 0.61050 -0.45348 -1.59540 -0.01
C -0.28761 -1.43432 -1.89734 0.15
H 1.30831 -0.07482 -2.34455 0.00
H -0.96839 -1.83030 -1.14753 0.01
H -0.30447 -1.84440 -2.90297 0.01
C 1.94418 -3.19322 4.01350 0.00
C 1.43124 -2.26994 3.11006 0.02
N 0.78337 -1.16350 3.57000 0.01
C 0.64443 -0.93204 4.92057 0.02
C 1.16064 -1.84385 5.86201 0.00
C 1.81134 -2.99010 5.37985 0.02
C 0.95223 -1.54179 7.24858 0.00
C 0.29942 -0.40220 7.65149 0.00
C -0.22450 0.54196 6.70655 0.00
C -0.89456 1.72868 7.04605 0.03
C -1.36958 2.56065 6.04080 0.00
C -1.21201 2.20707 4.69781 0.03
N -0.61397 1.03376 4.35540 0.00
C -0.06613 0.23714 5.33196 0.03
H 2.44219 -4.07613 3.61985 0.00
H 1.49338 -2.36142 2.02434 0.00
H 2.19527 -3.71012 6.09988 0.00
H 1.33542 -2.25820 7.97573 0.00
H 0.15808 -0.18684 8.71185 0.00
H -1.02568 1.96796 8.10226 0.00
H -1.88113 3.49199 6.28210 0.00
H -1.55433 2.81799 3.85991 0.00
```

## Properties
Energy relative to the best compared isomer or geometry (same formula, charge and spin) in kcal/mol: 33.5
⟨S²⟩: 2.03
Electronic energy in Ha: -2168.48828
Spin multiplicity: 3
HOMO energy (spin up / spin down) in Eh: -0.4320 / -0.4320
Total charge: +2
E_LUMO (spin up / spin down) in eV: -7.240 / -6.839

***

2.
Density functional theory data (ωB97M-V/def2-TZVPD) for a cluster of 3 separate species, C2H10O3 in total.

XYZ file:
```
15
Properties=species:S:1:pos:R:3:nbo_charge:R:1
C 1.49945 1.12102 -1.92041 -0.66
C 0.79226 1.28567 -0.64703 -0.10
O -0.47803 0.45353 -0.50744 -0.76
H 1.22658 0.04719 -2.24108 0.23
H 2.72648 1.30781 -1.97043 0.24
H 1.03720 1.86435 -2.65594 0.21
H 1.50263 0.89401 0.15262 0.18
H 0.56699 2.22900 -0.10118 0.20
H -0.95547 0.47427 -1.33061 0.46
O -0.98476 -0.27704 2.85599 -0.94
H -1.69481 -0.38874 2.21019 0.46
H -0.20159 -0.38107 2.24257 0.48
O -0.59693 -2.23971 0.12643 -0.94
H -0.12094 -2.35932 -0.65717 0.47
H -1.35957 -1.62186 -0.04418 0.48
```

## Properties
Energy relative to the best compared isomer or geometry (same formula, charge and spin) in kcal/mol: 35.2
Electronic energy in Ha: -307.85005
Spin multiplicity: 1
HOMO energy in Eh: -0.3896
SMILES: CCO.O.O
E_LUMO in eV: 0.480

***

3.
Density functional theory data (ωB97M-V/def2-TZVPD) for an isolated molecule of C2H3BrSi.

XYZ file:
```
7
Properties=species:S:1:pos:R:3:nbo_charge:R:1
C -0.04513 1.73507 -0.40570 -0.29
C 0.60755 0.79324 -0.67678 -0.40
Si 0.34823 -1.17404 0.15200 0.97
Br -1.75254 -0.51524 -0.21516 -0.28
H -0.89782 2.38357 -0.12553 0.24
H 0.88188 -2.46875 -0.30761 -0.13
H 0.85784 -0.75386 1.57877 -0.12
```

## Properties
Energy relative to the best compared isomer or geometry (same formula, charge and spin) in kcal/mol: 46.5
Electronic energy in Ha: -2941.38818
Spin multiplicity: 1
HOMO energy in Eh: -0.3360
SMILES: C#C[SiH2]Br
E_LUMO in eV: 0.053

***

Which formula does entry 1 have? C24H25N3O3Ti